[1]
{"formula": "C5H10O", "method": "the ωB97M-V functional and the def2-TZVPD basis", "elements": ["C", "C", "C", "C", "O", "C", "H", "H", "H", "H", "H", "H", "H", "H", "H", "H"], "coordinates": [[-1.32927, 0.63904, -0.73679], [-0.76475, -0.48546, 0.13600], [-1.27981, -0.42276, 1.57022], [0.72329, -0.63506, 0.23490], [1.22644, 0.38695, -0.37842], [2.56083, 0.18160, -0.78035], [-0.98041, 0.56897, -1.77336], [-1.03328, 1.62212, -0.35361], [-2.42410, 0.59421, -0.74368], [-1.06039, -1.45966, -0.28530], [-0.99280, 0.52867, 2.03520], [-0.85943, -1.23697, 2.16774], [-2.36894, -0.49271, 1.58160], [3.07914, -0.56596, -0.17858], [2.56902, -0.14566, -1.82020], [2.92241, 1.18900, -0.69574]], "forces_ev_per_angstrom": [[0.0, 0.0, 0.0], [-0.3, -0.1, 0.3], [-0.3, 0.0, 0.2], [-0.8, -0.1, -0.3], [-0.2, -1.0, -0.3], [0.8, 0.7, -0.2], [0.0, 0.0, 0.2], [-0.1, -0.1, -0.1], [0.2, 0.0, 0.0], [0.0, 0.1, 0.1], [-0.1, -0.2, -0.1], [-0.1, 0.1, 0.0], [0.0, 0.0, 0.1], [-0.2, 0.3, 0.2], [0.0, 0.1, 0.0], [1.2, 0.2, -0.2]], "lowdin_charge": [-0.08, -0.45, -0.09, -0.03, -0.14, -0.08, 0.08, 0.08, 0.08, 0.14, 0.08, 0.07, 0.08, 0.09, 0.09, 0.09], "max_force_ev_per_a": 1.23, "orbital_gap_ev": 9.39, "lumo_ev": 1.1}



[2]
{"formula": "C5H10O", "method": "the ωB97M-V functional and the def2-TZVPD basis", "elements": ["C", "C", "C", "C", "C", "O", "H", "H", "H", "H", "H", "H", "H", "H", "H", "H"], "coordinates": [[1.95641, -0.53919, 0.72135], [1.43198, -0.13100, -0.42822], [0.18222, -0.71851, -1.03429], [-0.94086, 0.26298, -0.83032], [-1.89211, 0.15026, 0.09830], [-0.79821, 1.33267, -1.66248], [1.53610, -1.38128, 1.26831], [2.79438, -0.02348, 1.18178], [1.84139, 0.73923, -0.93847], [0.31394, -0.89329, -2.10896], [-0.06547, -1.67144, -0.55719], [-1.93807, -0.72920, 0.72971], [-2.62961, 0.93100, 0.26901], [-1.46228, 1.99683, -1.43514], [0.10162, 0.26210, 2.61284], [-0.43141, 0.41232, 2.11376]], "forces_ev_per_angstrom": [[0.0, 0.0, -0.2], [0.1, 0.0, 0.2], [0.0, -0.1, 0.0], [-0.1, -0.2, 0.3], [0.0, 0.0, -0.2], [-0.1, 0.2, 0.0], [0.1, 0.1, -0.1], [0.0, -0.1, -0.1], [0.0, -0.1, 0.1], [0.0, 0.0, 0.1], [0.0, 0.2, 0.0], [0.0, 0.1, -0.1], [0.1, -0.1, -0.1], [0.1, -0.1, -0.1], [-0.1, 0.1, 0.1], [0.1, 0.0, 0.2]], "lowdin_charge": [-0.04, -0.18, -0.15, -0.44, 0.01, 0.04, 0.06, 0.06, 0.10, 0.12, 0.12, 0.06, 0.06, 0.11, 0.05, 0.02], "max_force_ev_per_a": 0.36, "orbital_gap_ev": 9.86, "lumo_ev": 0.9}



[3]
{"formula": "C5H10O", "method": "the ωB97M-V functional and the def2-TZVPD basis", "elements": ["C", "C", "C", "C", "C", "O", "H", "H", "H", "H", "H", "H", "H", "H", "H", "H"], "coordinates": [[2.20790, -0.27254, -0.05103], [1.36138, 0.61679, -0.97582], [0.05776, -0.14241, -1.14306], [-1.64229, -0.76392, 0.97641], [-1.92952, 0.42351, 0.06355], [-0.82421, 0.75211, -0.76871], [2.36077, -1.25439, -0.50834], [1.71630, -0.43982, 0.92100], [3.17706, 0.19786, 0.15095], [1.88882, 0.83042, -1.91131], [1.13599, 1.56432, -0.46669], [-0.57252, -0.82511, 1.19812], [-2.17392, -0.62646, 1.92383], [-1.94210, -1.71267, 0.52743], [-1.98521, 1.34444, 0.64527], [-2.85014, 0.31765, -0.51413]], "forces_ev_per_angstrom": [[0.2, -0.1, 0.1], [0.2, 0.0, -0.2], [0.1, 0.4, 0.3], [-0.2, 0.0, 0.0], [-0.5, -0.1, 0.3], [0.5, 0.2, 0.0], [0.1, 0.1, 0.1], [0.1, 0.1, -0.3], [-0.2, -0.1, -0.1], [0.0, -0.3, 0.0], [0.2, 0.0, -0.3], [-0.2, 0.1, 0.0], [0.0, -0.1, -0.2], [0.1, 0.1, 0.1], [-0.4, -0.2, 0.1], [0.1, -0.1, -0.1]], "lowdin_charge": [-0.12, -0.27, -0.04, -0.08, -0.22, -0.14, 0.07, 0.06, 0.07, 0.11, 0.10, 0.06, 0.08, 0.08, 0.12, 0.12], "max_force_ev_per_a": 0.60, "orbital_gap_ev": 9.15, "lumo_ev": 1.0}



[4]
{"formula": "C5H10O", "method": "the ωB97M-V functional and the def2-TZVPD basis", "elements": ["O", "C", "C", "C", "C", "C", "H", "H", "H", "H", "H", "H", "H", "H", "H", "H"], "coordinates": [[-2.23259, 0.18179, 0.19567], [-0.92810, -0.00390, -0.11483], [-0.43122, -1.45797, -0.12277], [0.77398, -1.42874, 0.66652], [1.21840, 1.24730, -0.51626], [-0.13798, 1.22618, 0.19804], [-2.72921, -0.52616, -0.24414], [1.26293, 0.45126, -1.26465], [-1.22640, -1.94743, 0.45103], [-0.38175, -1.93250, -1.10716], [1.74490, -1.44441, 0.18060], [0.75430, -1.23483, 1.73106], [2.05720, 1.11424, 0.16885], [1.34485, 2.19692, -1.04205], [-0.02742, 1.35782, 1.28433], [-0.76574, 2.07039, -0.11261]], "forces_ev_per_angstrom": [[-0.9, -0.3, -0.1], [0.4, 0.1, -0.5], [-1.0, 0.7, 0.2], [1.3, -0.6, 0.3], [0.0, 0.2, -0.1], [0.0, -0.2, 0.0], [-0.1, 0.2, 0.3], [0.1, 0.1, 0.0], [0.0, -0.3, -0.1], [0.2, 0.2, 0.0], [-0.1, 0.0, 0.2], [-0.2, 0.0, -0.1], [-0.1, 0.0, -0.1], [0.1, -0.1, 0.1], [0.1, 0.0, -0.1], [0.1, -0.1, -0.1]], "lowdin_charge": [0.02, -0.31, -0.25, -0.02, -0.11, -0.22, 0.11, 0.07, 0.11, 0.11, 0.05, 0.07, 0.07, 0.07, 0.11, 0.11], "max_force_ev_per_a": 1.49, "orbital_gap_ev": [8.53, 7.28], "lumo_ev": [0.8, 0.6]}



[5]
{"formula": "C5H10O", "method": "the ωB97M-V functional and the def2-TZVPD basis", "elements": ["C", "O", "C", "C", "C", "C", "H", "H", "H", "H", "H", "H", "H", "H", "H", "H"], "coordinates": [[2.26536, 0.10957, 0.14589], [1.14629, -0.76498, 0.03914], [0.12910, -0.31141, -0.74464], [-0.69452, 1.28963, 0.05113], [-0.99817, -1.33567, -0.65351], [-1.48311, -0.50115, 0.45567], [3.14337, -0.51243, 0.35020], [2.41441, 0.67017, -0.78513], [2.12231, 0.81226, 0.97877], [-1.28859, 1.65804, -0.78982], [-1.14992, 1.62517, 0.99436], [0.27889, 1.80373, 0.01666], [-1.63572, -1.34852, -1.54107], [-0.63829, -2.33262, -0.39524], [-1.10957, -0.75025, 1.44878], [-2.50185, -0.11153, 0.42881]], "forces_ev_per_angstrom": [[0.1, 0.1, 0.0], [-0.2, 0.1, 0.0], [0.2, -0.4, -0.1], [-0.3, 0.1, 0.3], [0.1, 0.0, -0.1], [0.2, 0.5, -0.1], [-0.2, 0.1, -0.1], [-0.1, -0.1, 0.1], [0.0, -0.1, -0.2], [0.1, -0.1, 0.2], [0.0, 0.0, -0.1], [-0.3, -0.4, 0.0], [0.2, 0.0, 0.2], [-0.1, 0.2, 0.0], [0.0, 0.1, -0.3], [0.3, -0.1, 0.0]], "lowdin_charge": [-0.09, -0.18, -0.17, -0.09, -0.22, -0.09, 0.09, 0.09, 0.09, 0.06, 0.05, 0.04, 0.11, 0.11, 0.10, 0.10], "max_force_ev_per_a": 0.55, "orbital_gap_ev": 8.56, "lumo_ev": 1.1}



[6]
{"formula": "C5H10O", "method": "the ωB97M-V functional and the def2-TZVPD basis", "elements": ["C", "C", "O", "C", "C", "C", "H", "H", "H", "H", "H", "H", "H", "H", "H", "H"], "coordinates": [[-1.90411, 0.41677, 0.32982], [-0.84724, -0.44300, -0.34539], [-0.62019, 0.11543, -1.62975], [0.42906, -0.47631, 0.49173], [1.77682, -0.48775, -0.17388], [1.29248, 0.74882, 0.53135], [-1.53631, 1.44498, 0.40794], [-2.10566, 0.04333, 1.33925], [-2.84092, 0.42616, -0.23552], [-1.22627, -1.47476, -0.45046], [0.11018, -0.37415, -2.03096], [0.32970, -1.04810, 1.41520], [2.58374, -1.07363, 0.25471], [1.81714, -0.43639, -1.26025], [0.97634, 1.57023, -0.10667], [1.76524, 1.04836, 1.46286]], "forces_ev_per_angstrom": [[0.0, 0.0, 0.0], [-0.1, -0.1, 0.3], [0.1, -0.1, -0.1], [-0.1, 0.0, 0.0], [0.1, -0.1, -0.1], [0.0, 0.2, 0.0], [-0.1, -0.1, 0.0], [0.0, 0.0, -0.1], [0.2, -0.1, 0.0], [0.1, 0.2, 0.0], [-0.3, 0.1, 0.0], [0.1, 0.1, -0.2], [-0.2, 0.1, 0.0], [0.1, 0.0, 0.2], [0.1, -0.1, 0.1], [-0.1, -0.1, -0.2]], "lowdin_charge": [-0.05, -0.43, -0.04, -0.26, -0.12, -0.11, 0.08, 0.08, 0.08, 0.14, 0.08, 0.14, 0.10, 0.09, 0.11, 0.10], "max_force_ev_per_a": 0.33, "orbital_gap_ev": 11.14, "lumo_ev": 1.1}



[7]
{"formula": "C5H10O", "method": "the ωB97M-V functional and the def2-TZVPD basis", "elements": ["C", "C", "C", "C", "O", "C", "H", "H", "H", "H", "H", "H", "H", "H", "H", "H"], "coordinates": [[-0.67700, 0.84936, 1.45891], [-0.45608, -0.45090, 1.59784], [0.70686, -1.05824, 0.88057], [0.31724, -1.04357, -0.63971], [-0.57451, -0.00980, -1.00802], [-0.08899, 1.15607, -1.62623], [0.10076, 1.48419, 1.03725], [-1.64324, 1.30759, 1.62355], [-1.25063, -1.11426, 1.93006], [0.90012, -2.09220, 1.19858], [1.63371, -0.50317, 1.07009], [1.21453, -1.02358, -1.26974], [-0.22886, -1.97151, -0.83962], [0.84463, 1.55275, -1.19720], [0.06114, 0.98618, -2.69948], [-0.85967, 1.93109, -1.51686]], "forces_ev_per_angstrom": [[0.0, 0.0, 0.3], [-0.2, 0.2, -0.1], [0.1, 0.1, 0.0], [0.1, -0.2, -0.2], [0.0, -0.2, -0.2], [0.1, 0.1, -0.2], [-0.2, 0.0, 0.1], [0.1, 0.0, 0.4], [0.1, 0.1, 0.1], [-0.1, 0.2, -0.2], [-0.2, 0.1, -0.1], [0.0, 0.0, 0.1], [0.1, 0.1, -0.1], [-0.1, -0.2, 0.0], [0.1, 0.0, 0.0], [0.2, -0.2, 0.0]], "lowdin_charge": [0.00, -0.19, -0.18, -0.21, -0.24, -0.12, 0.06, 0.06, 0.10, 0.11, 0.11, 0.12, 0.12, 0.09, 0.08, 0.09], "max_force_ev_per_a": 0.42, "orbital_gap_ev": 10.28, "lumo_ev": 1.1}



[8]
{"formula": "C5H10O", "method": "the ωB97M-V functional and the def2-TZVPD basis", "elements": ["C", "C", "C", "C", "C", "O", "H", "H", "H", "H", "H", "H", "H", "H", "H", "H"], "coordinates": [[1.46966, -0.74582, -1.10271], [1.15013, -0.22999, 0.30198], [0.19878, 0.98084, 0.27982], [-1.24766, 0.61920, -0.08127], [-1.99084, -0.30257, 0.88693], [-1.71070, -1.45644, 1.09036], [2.44568, -0.31277, -1.35317], [0.67179, -0.67967, -1.82542], [1.85266, -1.77125, -0.99250], [0.70988, -0.97565, 0.96239], [2.02028, 0.11550, 0.86356], [0.19844, 1.38009, 1.30129], [0.44134, 1.81797, -0.37274], [-1.92947, 1.45418, -0.24046], [-1.32402, 0.04380, -1.01496], [-2.95594, 0.06257, 1.29690]], "forces_ev_per_angstrom": [[2.1, -0.9, 1.6], [-0.7, 1.0, 0.0], [-0.9, -0.1, 0.7], [-0.9, -1.0, 0.2], [-0.3, -0.3, -0.5], [0.4, 0.1, 0.1], [-0.6, 0.7, -0.9], [0.1, 0.1, -0.2], [-0.8, -0.2, -0.2], [-0.2, -0.2, -0.3], [0.4, -0.2, -0.4], [-0.1, 0.2, -0.1], [0.7, -0.2, -0.1], [0.4, 0.5, 0.1], [0.4, 0.1, 0.0], [0.2, 0.3, 0.2]], "lowdin_charge": [-0.10, -0.26, -0.21, -0.17, -0.26, 0.04, 0.07, 0.06, 0.07, 0.09, 0.10, 0.11, 0.11, 0.10, 0.11, 0.12], "max_force_ev_per_a": 2.84, "orbital_gap_ev": 10.55, "lumo_ev": 0.9}



[9]
{"formula": "C5H10O", "method": "the ωB97M-V functional and the def2-TZVPD basis", "elements": ["C", "O", "C", "C", "C", "C", "H", "H", "H", "H", "H", "H", "H", "H", "H", "H"], "coordinates": [[-0.44614, -2.43566, -1.51036], [-0.05603, -1.05915, -1.52652], [0.27368, -0.59924, -0.35212], [0.02082, 0.99818, 1.94083], [0.64319, 0.84349, -0.50807], [-0.17896, 1.59320, 0.54940], [-1.17992, -2.55937, -2.30590], [0.44535, -3.03482, -1.70357], [-0.86658, -2.68400, -0.53288], [1.07250, 1.09458, 2.24054], [-0.60357, 1.54181, 2.64913], [-0.21842, -0.06934, 1.99303], [1.70526, 0.91975, -0.23399], [0.51863, 1.22909, -1.53195], [-1.24150, 1.57075, 0.26533], [0.11168, 2.65073, 0.56710]], "forces_ev_per_angstrom": [[-0.1, -0.4, -0.2], [0.1, 0.1, 0.4], [0.2, 0.1, -0.7], [0.0, 0.1, 0.2], [0.0, -0.1, 0.2], [-0.1, 0.2, 0.0], [0.1, -0.1, 0.0], [-0.2, -0.1, 0.0], [0.1, 0.0, -0.2], [-0.2, 0.1, 0.0], [0.1, 0.0, 0.2], [0.0, 0.4, -0.1], [-0.1, 0.0, 0.0], [-0.1, -0.1, 0.2], [0.2, 0.0, 0.1], [-0.1, -0.1, -0.1]], "lowdin_charge": [-0.07, -0.12, -0.06, -0.14, -0.22, -0.28, 0.09, 0.09, 0.08, 0.08, 0.06, 0.05, 0.12, 0.11, 0.11, 0.10], "max_force_ev_per_a": 0.76, "orbital_gap_ev": 9.34, "lumo_ev": 1.1}



[10]
{"formula": "C5H10O", "method": "the ωB97M-V functional and the def2-TZVPD basis", "elements": ["C", "C", "C", "C", "H", "H", "H", "H", "H", "H", "H", "H", "C", "O", "H", "H"], "coordinates": [[-0.36947, -0.64365, -1.40345], [-0.32752, -0.05048, -0.21004], [-0.39996, -1.18746, 0.80014], [-0.90593, 1.31464, 0.07870], [-1.13791, -0.39602, -2.11272], [0.19863, -1.56493, -1.53666], [-0.77916, -0.74790, 1.71434], [0.53094, -1.74327, 0.94433], [-1.15511, -1.90724, 0.44877], [-1.94773, 1.32297, -0.25037], [-0.87253, 1.55861, 1.14758], [-0.36440, 2.11722, -0.43879], [1.84110, 0.48006, 0.18538], [2.00037, 1.49969, -0.44665], [2.11249, -0.52844, -0.18650], [1.57620, 0.47620, 1.26595]], "forces_ev_per_angstrom": [[-0.1, 0.2, -0.6], [-1.5, -0.9, -0.3], [0.1, 0.0, 0.8], [-0.2, -0.1, 0.0], [0.6, 0.8, -1.1], [-0.6, -0.2, 0.0], [0.2, -0.2, 0.6], [0.0, 0.2, 0.2], [0.3, 0.2, 0.4], [-0.1, 0.2, 0.1], [-0.1, -0.2, -0.2], [-0.1, -0.4, 0.0], [1.0, 0.3, 0.0], [0.2, -0.4, 0.4], [0.1, 0.2, -0.2], [-0.1, 0.2, -0.2]], "lowdin_charge": [0.04, -0.50, -0.08, -0.06, 0.08, 0.08, 0.08, 0.08, 0.08, 0.08, 0.08, 0.08, -0.22, -0.02, 0.09, 0.10], "max_force_ev_per_a": 1.76, "orbital_gap_ev": 8.81, "lumo_ev": 0.1}